[1]
This record from the OMol25 dataset describes a structure of composition C32H26AsCrF15O2SSb. The level of theory is ωB97M-V/def2-TZVPD.

```
79
C32H26AsCrF15O2SSb, DFT ωB97M-V/def2-TZVPD
Sb -1.060 -0.274 3.815
As -1.625 0.786 -0.438
Cr -0.351 -1.005 0.705
S 1.557 1.798 -1.138
F -2.642 0.559 4.323
F -0.366 -4.069 2.164
F -1.311 -1.719 4.937
F -1.430 -3.822 -2.465
F -2.781 -4.597 1.266
F -3.321 -3.833 -0.672
F 1.165 -3.629 0.717
F -2.277 -5.733 -0.510
F 0.251 -5.608 0.781
F 0.345 -2.808 -1.783
F 0.407 -1.142 2.942
F -0.871 1.046 2.441
F 0.082 0.708 4.888
F 0.255 -4.968 -1.750
F -1.899 -1.176 2.314
O -1.230 -2.434 0.219
O 0.978 -0.033 0.680
C 0.021 -4.319 0.923
C 5.950 -0.339 1.020
C -2.062 -1.303 -3.985
C -5.424 0.903 1.332
C -4.277 1.316 -1.175
C -2.390 -4.509 0.003
C 4.090 1.073 1.681
C -5.631 1.537 -0.982
C 3.879 -0.409 -0.242
C -4.064 0.681 1.159
C -1.470 4.850 0.373
C 5.388 0.617 1.856
C 3.337 0.553 0.617
C 0.692 4.299 -0.517
C 5.179 -0.841 -0.018
C -0.208 5.243 -0.039
C -6.203 1.326 0.266
C -3.507 0.888 -0.096
C -1.854 3.520 0.274
C 3.142 -0.961 -1.441
C -0.983 0.769 -4.576
C 1.941 1.053 0.456
C 7.356 -0.829 1.249
C -0.994 1.166 -3.248
C 3.536 2.098 2.645
C -1.505 -0.465 -4.941
C -0.970 2.581 -0.240
C -1.546 0.321 -2.294
C -2.085 -0.912 -2.655
C -1.025 -3.779 -0.104
C 0.328 2.961 -0.600
C -0.451 -3.863 -1.565
H 4.284 2.351 3.394
H 3.591 -1.902 -1.756
H 0.086 6.283 0.025
H 3.203 -0.274 -2.289
H -3.837 1.479 -2.149
H -2.543 -1.556 -1.914
H -2.842 3.227 0.599
H -3.469 0.366 1.992
H 3.258 3.027 2.140
H -0.568 1.428 -5.327
H -6.238 1.874 -1.812
H -1.482 -0.772 -5.979
H 2.086 -1.150 -1.258
H 7.738 -1.361 0.378
H 7.391 -1.512 2.100
H 5.604 -1.585 -0.683
H 1.682 1.788 1.209
H 2.657 1.727 3.179
H -5.865 0.749 2.308
H -2.478 -2.260 -4.271
H 5.977 1.014 2.677
H -7.263 1.492 0.405
H -0.595 2.132 -2.972
H 8.028 0.000 1.469
H -2.165 5.574 0.775
H 1.691 4.589 -0.814
```

Properties
LUMO energy (spin up / spin down) = -6.4 / -4.3 eV
Highest occupied orbital energy (spin up / spin down) = -11.42 / -11.44 eV
Gap between HOMO and LUMO (spin up / spin down) = 5.05 / 7.14 eV
2S+1 = 3
Expectation value of S² = 2.2198
Charge = +1



[2]
This record from the OMol25 dataset describes a structure of composition C32H26AsNO2SSrTe. The level of theory is ωB97M-V/def2-TZVPD.

```
65
C32H26AsNO2SSrTe, DFT ωB97M-V/def2-TZVPD
Te 2.222 -3.046 -3.040
Sr 2.165 -0.579 -0.599
As -0.699 0.644 0.012
S 0.289 -2.424 0.638
O 4.735 2.550 1.164
O 3.355 1.323 -0.119
N 3.813 -0.862 1.400
C 5.268 0.365 2.839
C -0.485 -2.025 -3.369
C 5.462 -0.761 3.620
C -2.545 2.742 0.886
C -1.790 -1.668 -3.042
C -0.264 0.005 -4.646
C -0.043 0.944 1.824
C 0.281 -1.187 -4.176
C 0.973 1.885 1.977
C 1.540 2.106 3.226
C 3.992 -1.941 2.166
C -3.366 3.843 0.701
C -2.325 -3.165 0.454
C -3.321 -0.610 0.108
C 1.676 -1.623 -4.551
C -1.423 -2.091 0.419
C -1.563 0.356 -4.315
C -1.999 2.757 -1.454
C -1.949 -0.807 0.244
C -2.327 -0.480 -3.511
C -0.488 0.223 2.927
C -3.687 -2.966 0.311
C 1.090 1.388 4.324
C -1.860 2.188 -0.194
C -3.507 4.402 -0.564
C 4.163 1.517 0.860
C 0.116 -3.310 -2.864
C -4.196 -1.685 0.139
C 4.809 -1.938 3.282
C 4.433 0.276 1.737
C 0.075 0.451 4.173
C -2.822 3.860 -1.641
H -4.146 5.264 -0.707
H 4.921 -2.837 3.872
H -2.429 2.314 1.875
H -3.894 4.270 1.544
H 2.339 2.831 3.329
H -1.930 -4.162 0.603
H -1.979 1.287 -4.679
H 3.447 -2.834 1.881
H -1.260 -0.527 2.806
H -3.710 0.390 -0.037
H -0.184 -4.173 -3.460
H -3.334 -0.197 -3.234
H -0.271 -0.114 5.030
H 5.734 1.316 3.052
H 6.107 -0.723 4.488
H 2.384 -0.797 -4.566
H -5.261 -1.523 0.032
H 1.341 2.441 1.122
H 0.331 0.657 -5.274
H 1.696 -2.107 -5.527
H 1.533 1.555 5.298
H -2.923 4.301 -2.624
H -2.376 -2.313 -2.399
H -4.356 -3.818 0.340
H -1.459 2.336 -2.295
H -0.120 -3.496 -1.816
```

Properties
LUMO energy = -0.2 eV
Highest occupied orbital energy = -7.30 eV
Gap between HOMO and LUMO = 7.11 eV



[3]
This record from the OMol25 dataset describes a structure of composition C32H26BrIN5O6OsS. The level of theory is ωB97M-V/def2-TZVPD.

```
73
C32H26BrIN5O6OsS, DFT ωB97M-V/def2-TZVPD
Os -1.236 1.049 -0.225
I -3.303 2.790 0.100
Br 4.946 0.728 -4.323
S -0.691 1.604 2.420
O -2.946 -3.625 -3.093
O -1.363 2.681 3.072
O -1.644 0.604 1.747
O 0.101 -0.316 -0.247
O 0.657 3.495 -2.195
O -0.913 1.919 -1.852
N 1.213 -0.917 -3.896
N 2.173 2.003 0.051
N 0.126 1.944 1.114
N -2.649 -0.164 -1.130
N 1.124 -3.647 -0.860
C 0.270 0.727 3.566
C 2.752 -1.400 6.309
C -0.046 -1.586 -0.612
C -1.214 -3.545 -1.379
C 3.278 3.627 2.007
C 1.136 -2.374 -0.551
C 0.869 -0.463 3.158
C 0.307 2.367 -2.306
C -0.026 -4.217 -1.269
C -4.643 -0.356 -2.561
C -4.423 1.560 -1.170
C 2.429 -1.716 -0.174
C -5.646 2.039 -1.604
C 1.452 2.421 1.076
C -3.915 0.341 -1.596
C 2.409 1.533 -3.322
C 1.280 0.552 5.717
C 0.466 1.247 4.837
C 3.125 0.508 -3.901
C 3.443 2.398 -0.016
C 2.496 -0.707 -4.161
C -1.237 -2.168 -1.035
C -2.433 -4.252 -1.920
C -6.383 1.303 -2.517
C 1.890 -0.642 5.341
C 0.519 0.071 -3.338
C -5.867 0.113 -3.007
C -2.468 -1.444 -1.210
C 4.051 3.193 0.940
C 1.951 3.251 2.079
C 1.672 -1.138 4.052
C 1.079 1.299 -3.009
H -6.408 -0.450 -3.755
H 5.091 3.471 0.844
H -4.241 -1.262 -2.996
H 2.189 -2.229 6.743
H 3.699 4.270 2.769
H 0.702 -0.841 2.157
H 4.002 2.042 -0.877
H -3.248 -4.242 -1.194
H 1.443 0.944 6.713
H 0.037 -5.267 -1.529
H 2.144 -2.066 3.752
H -2.186 -5.297 -2.107
H 3.051 -1.529 -4.598
H 3.624 -1.822 5.811
H -0.531 -0.120 -3.156
H 2.856 2.492 -3.096
H 2.324 -1.101 0.720
H 2.744 -1.038 -0.972
H 3.192 -2.476 -0.026
H 3.087 -0.761 7.123
H -2.356 -3.811 -3.832
H -7.337 1.676 -2.863
H -6.016 2.989 -1.242
H -0.016 2.171 5.125
H -3.321 -2.045 -1.490
H 1.305 3.610 2.870
```

Properties
LUMO energy (spin up / spin down) = -4.8 / -5.0 eV
Highest occupied orbital energy (spin up / spin down) = -11.29 / -11.30 eV
Gap between HOMO and LUMO (spin up / spin down) = 6.47 / 6.31 eV
Charge = +1



[4]
This record from the OMol25 dataset describes a structure of composition C32H26CaIN2OS6Sb. The level of theory is ωB97M-V/def2-TZVPD.

```
70
C32H26CaIN2OS6Sb, DFT ωB97M-V/def2-TZVPD
I 6.702 2.011 -1.431
Sb 2.306 -4.160 -0.228
Ca 1.253 -1.176 -1.145
S 2.168 -6.287 0.588
S 0.494 -3.166 0.905
S -2.631 -0.025 -3.991
S 4.458 -3.176 0.233
S 2.123 -3.662 -2.500
S 0.054 1.698 0.714
O 0.459 0.291 0.394
N -1.099 -1.110 -2.227
N 3.474 -0.623 -0.626
C -1.303 0.020 -2.842
C 1.665 2.247 -2.109
C -1.034 2.524 -2.615
C -3.940 -2.517 -3.960
C 1.141 -0.533 4.699
C 4.321 0.220 -1.153
C -2.686 1.146 0.711
C 0.934 1.539 3.449
C -1.988 -3.463 -2.189
C -3.022 -4.272 -2.639
C 1.091 3.537 -2.179
C -0.440 1.255 -2.592
C -1.954 -2.142 -2.599
C -3.842 -0.842 -0.151
C -3.990 -3.809 -3.502
C -2.888 -0.276 0.686
C -3.535 1.994 -0.033
C 0.686 2.176 4.676
C 5.724 0.206 0.777
C -4.632 0.011 -0.878
C -2.947 -1.664 -3.492
C 1.241 0.181 3.492
C -0.273 3.681 -2.460
C 0.941 1.070 -2.324
C -4.524 1.417 -0.847
C 4.954 -0.751 1.388
C 3.870 -1.354 0.568
C 5.504 0.595 -0.571
C -1.531 1.633 1.562
C 0.822 0.124 5.884
C 0.987 2.308 2.155
C 0.546 1.465 5.848
H 1.576 -0.245 2.570
H 2.741 2.217 -2.040
H -4.654 -2.115 -4.671
H -1.249 -3.736 -1.455
H -2.989 -5.313 -2.252
H 0.820 3.357 2.165
H 3.996 0.605 -2.142
H -4.806 -4.418 -3.896
H -2.139 2.649 -2.746
H -1.408 1.014 2.432
H -5.247 -0.398 -1.660
H 6.447 0.762 1.386
H 1.677 4.454 -1.988
H 0.389 3.245 4.657
H 1.990 2.238 1.752
H -2.201 -0.891 1.275
H 0.739 -0.407 6.787
H 5.034 -0.834 2.461
H 2.941 -1.536 1.144
H -3.412 3.072 -0.168
H 0.380 2.014 6.792
H -3.985 -1.927 -0.241
H -5.111 2.075 -1.538
H -1.749 2.664 1.889
H 1.344 -1.570 4.639
H -0.783 4.680 -2.598
```

Properties
LUMO energy = 3.6 eV
Highest occupied orbital energy = -1.32 eV
Gap between HOMO and LUMO = 4.90 eV
Charge = -2



[5]
This record from the OMol25 dataset describes a structure of composition C32H26ClN3OPdSSb. The level of theory is ωB97M-V/def2-TZVPD.

```
66
C32H26ClN3OPdSSb, DFT ωB97M-V/def2-TZVPD
Sb -0.132 1.570 -0.395
Pd 0.683 -0.643 -1.124
Cl 4.241 -2.191 0.576
S 0.634 1.059 -2.677
O 0.666 -1.712 0.720
N 2.108 -2.513 -2.742
N -2.084 -2.058 -1.120
N -1.010 -3.602 -2.244
C 3.363 1.819 2.207
C -0.670 3.647 -0.741
C -1.346 4.391 0.221
C -1.097 -4.920 0.623
C 1.142 1.946 1.266
C 3.992 -1.112 -3.253
C 2.572 -2.633 -1.492
C 3.749 -2.010 -1.074
C -1.919 0.042 1.545
C 1.544 2.664 3.534
C 0.189 -4.748 2.625
C 2.493 1.617 1.147
C -2.392 -1.939 -2.448
C -3.087 -0.410 2.142
C -1.263 -3.074 -1.013
C -0.707 -3.641 0.235
C -1.962 1.030 0.566
C -0.301 4.263 -1.930
C -4.312 0.112 1.752
C -1.642 5.731 0.004
C 2.890 2.347 3.402
C -3.195 1.547 0.180
C 2.813 -1.744 -3.598
C 0.675 2.465 2.470
C 0.599 -3.484 2.261
C -4.366 1.089 0.766
C 4.480 -1.246 -1.959
C -1.720 -2.878 -3.173
C -0.658 -5.498 1.804
C -1.266 6.340 -1.186
C 0.199 -2.873 1.041
C -0.596 5.604 -2.152
H -3.035 -1.191 2.890
H 3.566 2.499 4.235
H -2.170 6.297 0.762
H 0.216 3.684 -2.687
H 2.840 1.166 0.221
H -0.378 2.690 2.595
H -1.666 3.934 1.151
H 2.399 -1.618 -4.591
H 1.969 -3.210 -0.803
H 4.408 1.551 2.110
H 1.272 -2.916 2.893
H 0.538 -5.167 3.563
H -1.651 -3.069 -4.229
H -0.314 -4.301 -2.436
H -0.979 -6.492 2.088
H -3.040 -1.155 -2.805
H -1.498 7.384 -1.358
H -0.303 6.070 -3.085
H 5.386 -0.751 -1.637
H -0.968 -0.404 1.809
H -1.787 -5.463 -0.015
H -3.247 2.311 -0.589
H 1.176 3.058 4.473
H -5.322 1.489 0.451
H -5.227 -0.251 2.204
H 4.509 -0.497 -3.976
```

Properties
LUMO energy = 2.7 eV
Highest occupied orbital energy = -4.14 eV
Gap between HOMO and LUMO = 6.87 eV
Charge = -1



[6]
This record from the OMol25 dataset describes a structure of composition C32H26N8O10PdS. The level of theory is ωB97M-V/def2-TZVPD.

```
78
C32H26N8O10PdS, DFT ωB97M-V/def2-TZVPD
Pd 0.318 0.196 -0.099
S -1.039 1.153 1.976
O -3.424 -0.044 -4.310
O 0.369 2.584 -0.075
O -1.680 5.823 -4.839
O -2.889 4.411 -5.934
O 0.386 4.597 -0.783
O -2.737 -4.389 0.297
O -3.535 -0.277 -2.178
O -1.543 1.006 -0.926
O -0.401 -1.410 -1.557
O 2.022 0.093 1.200
N -2.964 -0.199 3.138
N 0.016 -1.748 0.972
N -3.051 -0.164 0.836
N -2.205 4.734 -4.979
N -3.167 0.319 -3.175
N -0.020 3.458 -0.851
N -0.780 -2.602 0.360
N 4.890 6.413 -2.646
C 4.142 3.258 -1.371
C -0.962 -2.356 -0.964
C 3.790 4.093 -2.442
C 2.539 1.597 -2.125
C 2.761 0.644 3.341
C -3.595 -4.963 -1.800
C -4.340 -0.851 0.792
C -2.450 0.189 1.961
C -0.973 3.116 -1.868
C 1.169 -1.390 4.416
C -1.934 -3.155 -3.074
C 0.232 -1.935 2.248
C 1.917 0.338 -1.972
C -2.718 -4.196 -1.036
C 2.214 2.450 -3.209
C 3.541 2.035 -1.223
C -1.203 4.056 -2.853
C 1.964 -0.635 5.231
C -1.996 3.743 -3.938
C 1.947 -0.117 2.444
C -5.110 -0.562 2.071
C -2.592 2.493 -4.044
C 2.830 3.667 -3.367
C 1.105 -1.149 3.028
C 2.756 0.401 4.679
C -1.635 1.832 -1.866
C 4.397 5.376 -2.563
C -2.794 -3.928 -3.821
C -1.876 -3.265 -1.682
C -4.231 -0.910 3.262
C -2.454 1.580 -3.029
C -3.630 -4.832 -3.173
H 1.479 2.118 -3.933
H -4.052 -1.989 3.298
H -1.280 -2.436 -3.551
H -4.879 -0.494 -0.084
H 1.990 -0.824 6.296
H -3.187 2.249 -4.912
H -2.823 -3.825 -4.897
H -1.980 -3.874 0.668
H -2.686 0.216 -0.035
H 3.374 1.003 5.332
H -4.189 -1.926 0.668
H 3.794 1.393 -0.389
H -0.301 -2.753 2.734
H -5.359 0.501 2.113
H 2.577 4.316 -4.197
H 4.893 3.597 -0.669
H -6.032 -1.140 2.098
H -4.318 -5.439 -3.748
H -4.705 -0.619 4.199
H 1.276 -0.001 -2.777
H -0.734 5.026 -2.776
H 0.567 -2.192 4.826
H 3.377 1.421 2.909
H -2.486 0.140 3.955
H -4.236 -5.669 -1.288
H 2.473 -0.430 -1.444
```

Properties
LUMO energy (spin up / spin down) = -1.1 / -2.9 eV
Highest occupied orbital energy (spin up / spin down) = -7.78 / -8.52 eV
Gap between HOMO and LUMO (spin up / spin down) = 6.65 / 5.63 eV
2S+1 = 5
Expectation value of S² = 6.1091



The calculation returns the following electronic energy values, one per record and in order: -6802.07517, -4373.06279, -5320.60222, -5024.60742, -2701.09898, -2951.18952 a.u..